1.
{
  "formula": "C4H9NO",
  "method": "the ωB97M-V functional and the def2-TZVPD basis",
  "species": ["C", "C", "N", "C", "C", "O", "H", "H", "H", "H", "H", "H", "H", "H", "H"],
  "coordinates": [[0.0940, -0.7031, 1.2611], [0.8150, 0.4984, 0.7691], [1.2317, 0.3313, -0.6388], [0.0126, 1.0858, -0.3207], [-1.2045, 0.2531, -0.5080], [-0.6913, -1.4449, -1.2446], [-0.5194, -0.4764, 2.1414], [-0.5598, -1.7319, -0.2958], [0.7792, -1.5188, 1.4934], [1.4529, 1.1598, 1.3622], [1.9714, 0.9829, -0.8785], [-0.0089, 2.1364, -0.6141], [-1.7400, 0.3917, -1.4382], [-1.8746, 0.2050, 0.3430], [0.2418, -1.1694, -1.4316]],
  "relative_energy_ev": 6.3529,
  "e_tot_ev": -7825.9671,
  "orbital_gap_ha": [0.284, 0.284]
}


2.
{
  "formula": "C5H8N2",
  "method": "the ωB97M-V functional and the def2-TZVPD basis",
  "species": ["C", "N", "C", "C", "C", "C", "N", "H", "H", "H", "H", "H", "H", "H", "H"],
  "coordinates": [[0.8849, 0.4042, -1.7001], [0.2031, 0.3662, -0.4221], [-0.5846, 1.2752, 0.0824], [-1.2266, 0.8029, 1.2648], [-0.8632, -0.4976, 1.4195], [0.1601, -0.9004, 0.3637], [0.2826, -1.9997, -0.4178], [1.9384, 0.1495, -1.5642], [0.4316, -0.3622, -2.3349], [0.7858, 1.4059, -2.1305], [-0.6538, 2.2653, -0.3578], [-1.8496, 1.4127, 1.9069], [-1.1100, -1.1599, 2.2440], [1.0178, -0.6729, 1.1102], [0.5467, -2.7863, 0.1718]],
  "relative_energy_ev": 3.4293,
  "e_tot_ev": -8291.5671,
  "orbital_gap_ha": [0.239, 0.239]
}


Copy entry 1 word for word.
{
  "formula": "C4H9NO",
  "method": "the ωB97M-V functional and the def2-TZVPD basis",
  "species": ["C", "C", "N", "C", "C", "O", "H", "H", "H", "H", "H", "H", "H", "H", "H"],
  "coordinates": [[0.0940, -0.7031, 1.2611], [0.8150, 0.4984, 0.7691], [1.2317, 0.3313, -0.6388], [0.0126, 1.0858, -0.3207], [-1.2045, 0.2531, -0.5080], [-0.6913, -1.4449, -1.2446], [-0.5194, -0.4764, 2.1414], [-0.5598, -1.7319, -0.2958], [0.7792, -1.5188, 1.4934], [1.4529, 1.1598, 1.3622], [1.9714, 0.9829, -0.8785], [-0.0089, 2.1364, -0.6141], [-1.7400, 0.3917, -1.4382], [-1.8746, 0.2050, 0.3430], [0.2418, -1.1694, -1.4316]],
  "relative_energy_ev": 6.3529,
  "e_tot_ev": -7825.9671,
  "orbital_gap_ha": [0.284, 0.284]
}


> Number 1 is which compound?

C4H9NO